13
Properties=species:S:1:pos:R:3 method="wB97M-V/def2-TZVPD" charge=+1 lumo_ev=-3.79 homo_energy_ev=-16.72 e_tot_ev=-6306.43344 de_lowest_ev=1.1534 gap_ha=0.4751
O 2.034 1.151 -2.218
H 0.693 0.356 -1.228
H 2.754 1.735 -2.128
H 2.526 0.335 -2.667
C -0.496 0.242 0.944
O 0.002 -0.034 -0.485
C -1.326 -0.961 1.421
H 0.373 0.236 1.671
H -1.124 1.195 0.909
H -0.824 -0.345 -0.896
H -0.685 -1.881 1.565
H -1.804 -0.780 2.397
H -2.123 -1.250 0.715

---

113
Properties=species:S:1:pos:R:3 method="wB97M-V/def2-TZVPD" lumo_ev="-1.26 / -2.93" multiplicity=2 homo_energy_ev="-7.28 / -7.28" s2=0.758 e_tot_ev=-79937.82257 gap_ha="0.2213 / 0.1598"
C -2.127 -2.641 -2.907
C -3.263 -2.253 -1.855
N -2.719 -2.800 -0.614
C -2.231 -2.053 0.409
C -2.015 -2.962 1.449
N -2.256 -4.242 1.044
C -2.648 -4.199 -0.277
C -2.089 -5.429 1.882
H -2.066 -3.648 -3.320
H -1.105 -2.369 -2.641
H -2.384 -2.034 -3.775
H -4.114 -2.823 -2.227
H -3.728 -1.285 -1.663
H -2.243 -0.982 0.268
H -1.579 -2.799 2.424
H -3.131 -5.021 -0.783
H -1.072 -5.819 1.835
H -2.729 -6.243 1.541
H -2.225 -5.232 2.945
O 1.404 0.686 1.195
C 1.438 0.045 -0.063
C 0.405 0.445 -1.182
O -0.301 1.689 -1.369
H 1.530 -1.034 0.057
H 2.417 0.316 -0.458
H -0.296 -0.388 -1.241
H 0.886 0.365 -2.156
C -1.552 -0.321 4.652
C -2.488 -0.793 5.551
C -3.849 -0.738 5.317
C -4.369 -0.186 4.154
C -3.521 0.162 3.176
C -2.115 0.098 3.398
O -1.332 0.491 2.332
O -4.732 -1.008 6.310
H -0.487 -0.445 4.778
H -2.123 -1.162 6.498
H -5.423 0.005 4.016
H -3.839 0.394 2.170
H -0.475 0.061 2.372
H -5.510 -0.446 6.284
C 2.393 -2.909 5.942
C 2.378 -1.659 5.318
C 2.160 -1.511 3.934
C 1.763 -2.691 3.235
C 1.683 -3.952 3.853
C 1.970 -4.040 5.203
O 1.948 -5.309 5.640
O 2.426 -0.239 3.398
H 2.692 -2.979 6.977
H 2.552 -0.737 5.854
H 1.448 -2.630 2.203
H 1.277 -4.749 3.247
H 1.725 -5.307 6.573
H 1.873 0.088 2.685
C -0.977 2.425 -7.453
C -0.660 1.355 -6.583
C -0.605 1.549 -5.241
C -0.765 2.759 -4.704
C -1.182 3.861 -5.490
C -1.233 3.646 -6.862
O -1.772 4.628 -7.659
O -0.341 0.484 -4.414
H -1.012 2.308 -8.526
H -0.650 0.362 -7.008
H -0.939 2.865 -3.644
H -1.505 4.782 -5.026
H -2.227 5.285 -7.127
H -0.215 0.614 -3.471
C -6.070 0.384 -2.539
C -5.208 0.872 -1.486
C -3.863 1.223 -1.735
C -3.415 1.081 -3.060
C -4.187 0.535 -4.094
C -5.511 0.258 -3.821
O -6.305 -0.352 -4.720
O -2.978 1.605 -0.767
H -7.041 0.085 -2.171
H -5.559 0.727 -0.474
H -2.337 1.078 -3.124
H -3.688 0.286 -5.019
H -6.299 0.225 -5.487
H -2.045 1.617 -0.993
C 6.212 3.793 2.866
C 4.807 3.975 2.626
C 4.115 3.025 1.877
C 4.860 2.111 1.181
C 6.257 1.951 1.243
C 6.823 2.671 2.241
O 8.086 2.337 2.597
O 2.778 3.007 1.849
H 6.664 4.429 3.612
H 4.242 4.678 3.221
H 4.282 1.582 0.438
H 6.734 1.127 0.734
H 8.313 2.360 3.530
H 2.577 2.201 1.368
C 5.728 -1.762 0.136
O 6.813 -2.250 0.406
N 4.583 -2.030 0.818
N 5.625 -0.805 -0.800
H 4.588 -2.673 1.597
H 3.752 -1.612 0.425
H 6.198 -0.992 -1.610
H 4.716 -0.402 -0.976
C 1.616 4.397 -2.683
O 2.088 5.471 -3.016
N 0.617 4.308 -1.855
N 2.168 3.342 -3.034
H 0.059 5.141 -1.736
H 0.210 3.391 -1.733
H 3.055 3.430 -3.509
H 1.785 2.467 -2.706

---

91
Properties=species:S:1:pos:R:3 method="wB97M-V/def2-TZVPD" charge=-1 lumo_ev=1.80 homo_energy_ev=-7.95 e_tot_ev=-100563.08849 de_lowest_ev=4.1714 gap_ha=0.3583
Cl -1.552 -2.364 -0.452
O -1.432 -3.710 0.046
O -1.101 -2.311 -1.867
O -2.859 -1.788 -0.381
O -0.647 -1.481 0.267
C 2.050 -2.850 -1.635
C 2.317 -1.385 -1.591
O 3.500 -1.266 -2.304
C 3.961 -2.427 -2.713
O 4.968 -2.685 -3.327
O 3.062 -3.367 -2.392
H 1.120 -3.050 -2.167
H 1.891 -3.216 -0.621
H 2.337 -0.982 -0.579
H 1.573 -0.833 -2.165
C -2.868 -5.027 -3.813
C -4.345 -5.523 -3.809
O -4.450 -6.122 -5.059
C -3.294 -6.144 -5.741
O -3.090 -6.704 -6.865
O -2.380 -5.437 -5.070
H -2.387 -5.684 -3.088
H -2.591 -4.005 -3.554
H -5.045 -4.687 -3.806
H -4.489 -6.165 -2.940
C -2.967 -0.384 3.039
C -1.892 0.691 2.540
O -0.709 0.144 3.140
C -1.032 -0.588 4.155
O -0.209 -1.007 4.973
O -2.297 -0.899 4.174
H -3.196 -1.144 2.292
H -3.890 0.119 3.326
H -2.129 1.712 2.841
H -1.751 0.691 1.460
C -0.586 -5.173 3.667
C -0.834 -6.015 2.411
O 0.410 -5.914 1.723
C 1.380 -5.701 2.669
O 2.576 -5.756 2.462
O 0.804 -5.257 3.856
H -1.056 -5.471 4.604
H -0.871 -4.166 3.362
H -1.747 -5.702 1.904
H -1.016 -7.045 2.719
C -2.614 0.852 -2.392
C -2.872 2.287 -1.972
O -1.911 2.965 -2.792
C -1.643 2.246 -3.912
O -1.067 2.719 -4.903
O -2.039 0.988 -3.684
H -3.502 0.225 -2.306
H -1.819 0.440 -1.771
H -2.800 2.516 -0.909
H -3.909 2.503 -2.227
C 3.414 -2.386 1.964
C 2.711 -1.171 2.451
O 3.501 -0.033 2.072
C 4.515 -0.353 1.285
O 5.301 0.485 0.803
O 4.432 -1.798 1.086
H 2.809 -3.081 1.381
H 3.877 -2.935 2.784
H 2.496 -1.104 3.517
H 1.691 -1.062 2.082
C 3.134 8.162 1.652
C 2.409 7.762 0.457
O 2.451 6.372 0.293
P 1.454 5.482 1.248
O 1.660 5.509 2.753
O 1.689 3.984 0.583
C 1.166 2.883 1.255
C 1.156 1.857 0.107
O -0.043 5.896 0.720
C -0.359 5.747 -0.621
C -1.764 6.278 -0.811
H 2.566 7.809 2.512
H 4.154 7.783 1.597
H 3.200 9.246 1.751
H 1.406 8.140 0.259
H 2.962 8.232 -0.357
H 1.678 2.573 2.166
H 0.115 3.035 1.501
H 0.347 2.020 -0.606
H 2.104 1.854 -0.429
H 1.054 0.847 0.504
H 0.350 6.401 -1.130
H -0.288 4.725 -0.994
H -2.478 5.510 -0.511
H -1.978 7.202 -0.275
H -1.950 6.462 -1.869

---

16
Properties=species:S:1:pos:R:3 method="wB97M-V/def2-TZVPD" lumo_ev=0.74 homo_energy_ev=-7.83 e_tot_ev=-7390.52376 de_lowest_ev=4.2416 gap_ha=0.3150
C -1.081 -0.679 -1.099
C -0.898 -0.263 0.361
C 0.527 0.150 0.717
C 1.713 -0.464 0.010
C -1.426 1.117 0.787
O 0.370 1.566 0.343
H -0.612 0.047 -1.773
H -2.147 -0.718 -1.349
H -0.655 -1.669 -1.308
H -1.266 -1.053 1.028
H 0.652 0.105 1.803
H 2.644 0.005 0.346
H 1.768 -1.534 0.237
H 1.636 -0.341 -1.074
H -1.881 1.597 -0.101
H 0.657 2.132 1.072

---

54
Properties=species:S:1:pos:R:3 method="wB97M-V/def2-TZVPD" charge=+3 lumo_ev="-9.86 / -14.70" multiplicity=8 homo_energy_ev="-17.49 / -17.48" s2=15.760 e_tot_ev=-283355.00505 gap_ha="0.2803 / 0.1021"
V 0.086 -2.629 0.293
V -2.621 1.966 0.381
P 0.512 0.156 0.837
F 1.019 0.768 2.277
F -0.758 1.157 0.682
F 1.614 1.063 0.032
F 0.021 -0.636 -0.489
F 1.554 -1.079 1.069
F -0.424 -0.891 1.609
C -4.528 0.584 -3.079
F -4.826 1.833 -3.365
F -5.531 0.085 -2.314
F -4.324 -0.151 -4.223
S -2.810 0.448 -2.166
O -2.005 -0.499 -2.880
O -2.340 1.823 -2.045
N -3.138 0.096 -0.481
S -3.366 -1.482 -0.508
O -4.050 -2.024 -1.707
O -2.069 -2.086 -0.193
C -4.500 -1.698 1.021
F -5.717 -1.189 0.756
F -4.633 -2.937 1.315
F -3.908 -1.095 2.074
C -2.246 0.952 4.843
Cl -2.311 1.449 3.112
Cl -3.309 -0.420 5.126
H -1.266 0.564 5.120
H -2.578 1.790 5.455
C 4.464 -3.082 -0.704
Cl 4.987 -1.509 0.023
Cl 2.671 -3.213 -0.634
H 4.733 -3.034 -1.759
H 5.009 -3.881 -0.200
C 4.225 2.269 0.923
Cl 5.403 2.648 2.139
Cl 3.330 3.705 0.518
H 4.715 1.861 0.039
H 3.548 1.513 1.321
C 2.837 1.361 -3.131
Cl 4.253 0.293 -2.917
Cl 1.366 0.443 -3.517
H 2.652 1.981 -2.254
H 3.041 2.063 -3.941
C 2.083 3.219 4.067
Cl 2.136 4.931 4.223
Cl 0.946 2.490 5.259
H 1.822 3.026 3.027
H 3.049 2.856 4.419
C 0.188 -3.105 -4.009
Cl 1.191 -4.486 -4.328
Cl -0.183 -2.840 -2.242
H 0.790 -2.295 -4.420
H -0.806 -3.132 -4.455

---

15
Properties=species:S:1:pos:R:3 method="wB97M-V/def2-TZVPD" lumo_ev=-0.37 homo_energy_ev=-9.11 e_tot_ev=-16089.73440 de_lowest_ev=3.1472 smiles=CC#P(C#N)CC gap_ha=0.3212
C 1.216 1.562 -2.059
C 0.754 0.346 -1.347
P 0.572 0.243 0.306
C 0.522 1.152 1.908
N 0.494 1.832 2.831
C -0.154 -1.402 0.707
C -1.682 -1.381 0.712
H 0.651 2.453 -1.792
H 2.268 1.761 -1.847
H 1.117 1.395 -3.131
H 0.210 -2.053 -0.093
H 0.221 -1.761 1.670
H -2.060 -2.396 0.833
H -2.064 -0.772 1.529
H -2.066 -0.979 -0.227

---

21
Properties=species:S:1:pos:R:3 method="wB97M-V/def2-TZVPD" lumo_ev=0.44 homo_energy_ev=-8.82 e_tot_ev=-29565.29439 de_lowest_ev=2.0887 smiles=CN[C@H](C)CSS.O gap_ha=0.3403
C 2.090 1.096 -2.158
N 2.524 0.551 -0.863
C 1.515 0.628 0.178
C 2.397 0.236 1.502
C 0.336 -0.322 -0.038
S -0.683 -0.459 1.404
S -2.587 -0.623 1.266
H 1.926 0.351 -2.941
H 2.781 1.868 -2.449
H 1.098 1.645 -2.145
H 3.416 1.009 -0.711
H 1.087 1.613 0.316
H 2.527 -0.867 1.469
H 1.742 0.500 2.328
H 3.414 0.576 1.296
H -0.052 -0.044 -1.030
H 0.571 -1.365 -0.246
H -2.966 -1.833 0.861
O -1.747 0.121 -3.044
H -2.364 0.366 -2.350
H -1.674 -0.839 -3.057

---

86
Properties=species:S:1:pos:R:3 method="wB97M-V/def2-TZVPD" charge=-1 lumo_ev=-0.22 homo_energy_ev=-4.19 e_tot_ev=-76763.37589 gap_ha=0.1459
C -0.654 -4.061 -3.885
C -0.079 -2.931 -3.008
C -0.842 -2.765 -1.657
C -0.816 -4.131 -0.916
C -2.101 -4.954 -1.079
C -3.238 -4.640 -0.075
C -2.790 -4.349 1.367
C -1.816 -5.377 1.939
C -1.077 -4.879 3.213
In 0.463 -3.297 2.874
C 2.270 -3.989 1.774
Cl -0.404 -1.295 1.666
C 1.189 -2.615 4.912
C 2.572 -1.937 4.727
C 2.618 -0.442 5.109
C 1.421 0.395 4.609
C 1.837 1.620 3.796
N 2.079 1.286 2.377
H -0.440 -5.029 -3.430
H -0.161 -4.071 -4.858
H -1.734 -3.937 -3.955
H -0.122 -1.980 -3.544
H 0.957 -3.197 -2.785
H -1.852 -2.374 -1.792
H -0.212 -2.107 -1.060
H -0.019 -4.701 -1.405
H -0.494 -4.000 0.114
H -2.496 -4.722 -2.072
H -1.928 -6.032 -1.072
H -3.861 -5.545 -0.025
H -3.913 -3.852 -0.419
H -2.368 -3.338 1.391
H -3.647 -4.306 2.048
H -2.384 -6.263 2.260
H -1.096 -5.707 1.189
H -1.828 -4.606 3.962
H -0.565 -5.771 3.598
H 2.070 -4.669 0.942
H 3.014 -4.418 2.450
H 2.745 -3.102 1.339
H 0.452 -1.928 5.329
H 1.290 -3.525 5.505
H 3.303 -2.443 5.371
H 2.964 -2.029 3.710
H 2.703 -0.357 6.195
H 3.522 -0.012 4.662
H 0.920 0.796 5.500
H 0.670 -0.188 4.078
H 2.760 2.015 4.231
H 1.055 2.391 3.863
H 1.166 1.307 1.930
H 2.585 2.071 1.973
C -0.645 2.872 -3.110
O -0.931 2.360 -4.436
P -2.395 1.540 -4.633
O -1.824 0.593 -5.650
O -3.173 2.810 -5.292
C -2.477 3.838 -5.979
O -3.869 0.728 -4.528
C -4.184 0.101 -3.269
H 0.314 3.380 -3.130
H -1.414 3.584 -2.796
H -0.593 2.052 -2.392
H -1.693 3.436 -6.620
H -2.058 4.554 -5.271
H -3.206 4.358 -6.600
H -4.263 0.842 -2.472
H -3.422 -0.638 -3.008
H -5.142 -0.401 -3.374
C 1.800 8.428 -0.614
O 1.039 7.244 -0.309
P 1.865 5.767 -0.309
O 0.708 4.977 -0.837
O 2.019 5.665 1.300
C 1.081 6.258 2.189
O 3.041 4.589 -0.521
C 4.098 4.864 -1.457
H 1.131 9.283 -0.565
H 2.609 8.570 0.110
H 2.219 8.367 -1.621
H 0.056 6.111 1.850
H 1.293 7.320 2.311
H 1.205 5.770 3.154
H 4.687 5.727 -1.139
H 3.690 5.045 -2.455
H 4.748 3.994 -1.494